{
  "formula": "C5H8S3",
  "method": "the ωB97M-V functional and the def2-TZVPD basis",
  "species": ["C", "C", "S", "C", "C", "S", "C", "S", "H", "H", "H", "H", "H", "H", "H", "H"],
  "coordinates": [[-1.4019, 0.8642, 0.6874], [-0.5643, -0.2280, 0.0110], [-1.6142, -1.4063, -0.8988], [0.3745, -1.0424, 0.9332], [1.5001, -0.8172, -0.0548], [2.9707, -1.4333, -0.2722], [0.6813, 0.2008, -0.8288], [1.2419, 1.9102, -0.5475], [-0.7499, 1.5352, 1.2768], [-2.1506, 0.3912, 1.3535], [-1.9032, 1.4620, -0.0383], [-2.1540, -0.4965, -1.7388], [0.5688, -0.5399, 1.9049], [0.1162, -2.0737, 1.1435], [0.5895, -0.0057, -1.8953], [2.4952, 1.6794, -1.0358]],
  "smiles": "C[C@]1(S)CC(=S)[C@@H]1S",
  "fmax_ev_per_a": 1.290,
  "gap_ha": 0.306,
  "molar_mass_g_mol": 164.32,
  "e_lumo_ha": -0.017,
  "charge": 0
}

{
  "formula": "C3H6N3O2",
  "method": "the ωB97M-V functional and the def2-TZVPD basis",
  "species": ["C", "C", "C", "N", "N", "N", "O", "O", "H", "H", "H", "H", "H", "H"],
  "coordinates": [[0.0910, 1.8763, 0.1657], [1.5764, 0.4871, -0.1295], [-0.7084, -0.2607, 0.0172], [0.7303, -0.5732, -0.0238], [-0.9404, 1.0034, -0.0350], [-1.5108, -1.3558, 0.1414], [2.8598, 0.5235, 0.1996], [1.0010, -1.8968, -0.0131], [0.3157, 2.8033, -0.3479], [-1.8595, 1.3221, 0.1383], [-1.1795, -2.3022, 0.1167], [-2.5937, -1.4449, 0.3705], [3.1970, 1.3938, 0.0449], [1.8551, -2.0507, -0.3520]],
  "fmax_ev_per_a": 5.772,
  "gap_ha": 0.288,
  "molar_mass_g_mol": 116.10,
  "e_lumo_ha": -0.146,
  "charge": 1
}

{
  "formula": "C3H6OS",
  "method": "the ωB97M-V functional and the def2-TZVPD basis",
  "species": ["O", "C", "C", "C", "S", "H", "H", "H", "H", "H", "H"],
  "coordinates": [[-1.4105, 0.3988, -0.9383], [-0.9547, -0.6377, -0.0584], [0.4517, -0.4867, 0.4263], [1.0049, 0.9450, 0.3146], [1.8125, -0.3015, -0.8033], [-0.7101, 0.6108, -1.5051], [-1.5002, -0.5357, 0.8186], [-1.1925, -1.7219, -0.4738], [0.6308, -1.0574, 1.2997], [1.7299, 1.2470, 1.0606], [0.1381, 1.5393, -0.1410]],
  "smiles": "OC[C@@H]1CS1",
  "fmax_ev_per_a": 2.776,
  "gap_ha": 0.368,
  "molar_mass_g_mol": 90.15,
  "e_lumo_ha": 0.033,
  "charge": 0
}

{
  "formula": "C58H38Cl4N8S2TeTi",
  "method": "the ωB97M-V functional and the def2-TZVPD basis",
  "species": ["Ti", "Cl", "C", "C", "C", "C", "C", "C", "C", "C", "C", "C", "C", "C", "C", "C", "C", "C", "Cl", "C", "C", "C", "N", "C", "C", "C", "C", "C", "C", "Cl", "C", "C", "C", "C", "C", "C", "N", "C", "C", "C", "C", "C", "N", "C", "C", "C", "C", "Cl", "C", "C", "C", "C", "N", "H", "H", "H", "H", "H", "H", "H", "H", "H", "H", "H", "H", "H", "H", "H", "H", "H", "H", "H", "H", "H", "H", "H", "H", "N", "C", "N", "C", "C", "S", "C", "C", "S", "C", "N", "N", "H", "H", "H", "H", "H", "H", "C", "Te", "C", "C", "C", "C", "C", "C", "C", "H", "H", "H", "H", "H", "H", "H", "H"],
  "coordinates": [[1.1104, 0.3643, 0.1246], [1.6556, -1.3450, -9.2889], [1.5850, -1.0060, -7.5851], [0.5008, -1.4463, -6.8470], [0.4535, -1.1713, -5.4875], [1.4734, -0.4634, -4.8627], [2.5513, -0.0284, -5.6276], [2.6141, -0.2971, -6.9863], [1.4230, -0.1890, -3.3961], [1.5687, -1.2569, -2.5527], [1.9019, -2.5727, -2.9775], [2.3500, -3.2518, -1.8964], [2.3182, -2.3431, -0.7978], [3.0252, -2.5641, 0.4081], [3.7296, -3.8676, 0.5937], [5.1016, -3.9128, 0.8432], [5.7632, -5.1169, 1.0369], [5.0493, -6.3011, 0.9586], [5.8693, -7.8169, 1.2094], [3.6961, -6.2942, 0.6723], [3.0541, -5.0793, 0.4850], [3.1903, -1.5533, 1.3171], [2.7497, -0.2611, 1.1970], [2.7157, 0.2718, 2.5746], [0.6301, 1.4527, 3.4553], [0.6557, 1.8686, 4.8855], [-0.1321, 1.2827, 5.8743], [-0.0810, 1.7133, 7.1932], [0.7688, 2.7478, 7.5376], [0.8424, 3.2879, 9.1911], [1.5606, 3.3599, 6.5804], [1.5005, 2.9124, 5.2697], [0.3568, 2.3514, 2.4939], [-0.2075, 3.6768, 2.7439], [-0.3033, 4.3136, 1.5825], [0.2167, 3.4297, 0.5378], [0.5967, 2.2126, 1.0925], [0.3136, 3.7871, -0.7555], [0.7520, 2.9099, -1.7916], [0.8066, 3.3177, -3.1377], [1.1192, 2.2127, -3.8829], [1.2855, 1.1405, -2.9923], [1.0626, 1.5832, -1.6637], [-0.0978, 5.1688, -1.1602], [0.8294, 6.2053, -1.2181], [0.4528, 7.4889, -1.5904], [-0.8711, 7.7352, -1.9105], [-1.3564, 9.3418, -2.3779], [-1.8161, 6.7246, -1.8652], [-1.4197, 5.4473, -1.4934], [3.5363, -0.6760, 3.3810], [3.8049, -1.7422, 2.6474], [1.7505, -1.1555, -1.1600], [-0.2952, -1.9962, -7.3300], [-0.3954, -1.5079, -4.9031], [3.3550, 0.5186, -5.1499], [3.4557, 0.0362, -7.5779], [1.8686, -2.9272, -3.9950], [2.7439, -4.2543, -1.8654], [5.6652, -2.9878, 0.8829], [6.8260, -5.1388, 1.2373], [3.1437, -7.2235, 0.6103], [1.9983, -5.0731, 0.2486], [-0.8275, 0.4957, 5.6129], [-0.7056, 1.2524, 7.9463], [2.2220, 4.1688, 6.8599], [2.1458, 3.3604, 4.5255], [-0.5141, 4.0278, 3.7165], [-0.7039, 5.2982, 1.4021], [0.6115, 4.3181, -3.4888], [1.2057, 2.1498, -4.9555], [1.8630, 6.0030, -0.9634], [1.1757, 8.2924, -1.6301], [-2.8459, 6.9378, -2.1180], [-2.1516, 4.6488, -1.4542], [3.7895, -0.4837, 4.4146], [4.3117, -2.6397, 2.9612], [-1.6838, 0.4434, -2.4124], [-1.9523, -0.0604, -1.1997], [-1.0893, -0.1625, -0.2103], [-1.7085, -0.7095, 0.9271], [-3.0081, -1.0026, 0.7987], [-3.5358, -0.6288, -0.8022], [-0.8009, -0.8277, 2.0574], [-0.8790, -1.4029, 3.2612], [0.6502, -1.2496, 4.1323], [1.1323, 0.1232, 2.9824], [0.4229, -0.2460, 1.7790], [3.1860, 1.6212, 2.7330], [-0.7674, 0.8226, -2.6055], [-2.4098, 0.5458, -3.0962], [-3.6768, -1.4271, 1.5273], [-1.7022, -1.9688, 3.6689], [4.1876, 1.6272, 2.5757], [2.7544, 2.2449, 2.0586], [-1.2083, -6.2073, 0.3055], [-0.9397, -4.0890, 0.4521], [-0.0407, -4.5114, 2.3453], [0.1423, -6.0068, 2.4164], [0.8762, -6.5805, 3.4558], [1.0529, -7.9511, 3.5225], [0.4923, -8.7688, 2.5453], [-0.2384, -8.2059, 1.5133], [-0.4176, -6.8233, 1.4375], [-0.8470, -6.5529, -0.6622], [-2.2684, -6.4442, 0.3781], [-0.6881, -4.1498, 3.1419], [0.9089, -3.9789, 2.4150], [1.3225, -5.9383, 4.2068], [1.6343, -8.3839, 4.3263], [0.6308, -9.8414, 2.5881], [-0.6726, -8.8411, 0.7498]],
  "fmax_ev_per_a": 0.823,
  "gap_ha": 0.198,
  "molar_mass_g_mol": 1228.41,
  "e_lumo_ha": -0.039,
  "charge": 0
}

What are the electronic energy values for these records? In order: -37819.2880; -11760.6571; -16089.4659; -174856.0214 eV.
What are the energy above the lowest of the compared OMol25 structures with the same formula, charge and spin values for these records? In order: 0.880; 5.582; 1.525; 0.000 eV.